*a*
Below is an isolated molecule of C8H14N4O5, with properties calculated with the ωB97M-V functional and the def2-TZVPD basis.

Each line ends with the Löwdin charge.
Positions of all 31 atoms, in Å:
N: -4.333 -1.230 -1.210  0.1758
C: -3.825 -0.030 -0.863  -0.4661
O: -4.374 1.013 -0.324  -0.0301
C: -2.298 0.191 -0.923  -0.0632
C: -1.860 0.442 0.539  -0.2163
N: -0.441 1.000 0.400  0.1327
C: 0.680 0.194 0.126  -0.4332
O: 0.593 -1.005 0.136  0.0826
C: 2.007 0.885 -0.346  -0.2072
N: 1.800 2.395 -0.052  0.0036
C: 3.173 0.266 0.551  -0.0549
C: 4.086 -0.803 -0.090  -0.5642
N: 3.535 -1.911 -0.655  0.1318
O: 5.284 -0.677 -0.129  0.0451
C: -2.115 -0.774 1.186  -0.4792
O: -2.272 -1.852 0.647  0.1265
O: -1.993 -0.682 2.564  0.1222
H: -5.308 -1.379 -1.151  0.0961
H: -3.704 -2.093 -1.205  0.1524
H: -1.618 -0.510 -1.387  0.1182
H: -2.378 1.153 -1.512  0.1467
H: -2.549 1.139 0.966  0.1492
H: -0.392 1.961 0.132  0.1074
H: 2.107 0.719 -1.418  0.1460
H: 1.951 2.593 0.954  0.0818
H: 2.480 2.950 -0.631  0.0929
H: 2.744 -0.175 1.440  0.1051
H: 3.734 1.141 1.064  0.1415
H: 2.547 -2.319 -0.575  0.1293
H: 4.178 -2.687 -0.942  0.1276
H: -1.436 0.083 2.708  0.1003

Structure (SMILES) = NC(=O)C[C@H](NC(=O)[C@@H](N)CC(N)=O)C(=O)O
Kohn-Sham gap = 10.111 eV
2S+1 = 1
E_LUMO = 0.45 eV
Net charge = 0

=====

*b*
Below is an isolated molecule of C8H14N4O5, with properties calculated with the ωB97M-V functional and the def2-TZVPD basis.

Each line ends with the Löwdin charge.
Positions of all 31 atoms, in Å:
N: 0.195 2.621 -1.992  0.1692
C: -0.659 1.859 -2.703  -0.5569
O: -1.700 2.280 -3.145  0.0607
C: -0.292 0.379 -2.872  -0.0435
C: 0.562 -0.275 -1.776  -0.1859
N: 0.031 0.094 -0.449  0.1047
C: -1.036 -0.560 0.081  -0.4513
O: -1.808 -1.220 -0.611  0.0615
C: -1.332 -0.192 1.520  -0.2713
N: -2.831 -0.379 1.722  0.0164
C: -0.654 -1.210 2.519  -0.0597
C: 0.863 -0.994 2.684  -0.5268
N: 1.569 -1.746 3.571  0.1438
O: 1.457 -0.153 2.038  0.0359
C: 2.051 0.085 -1.907  -0.4351
O: 2.708 -0.168 -2.921  0.0936
O: 2.520 0.857 -0.909  0.0845
H: -0.077 3.619 -1.923  0.1320
H: 0.793 2.269 -1.242  0.0834
H: 0.174 0.305 -3.885  0.1444
H: -1.278 -0.109 -2.918  0.1249
H: 0.399 -1.351 -1.913  0.1626
H: 0.714 0.506 0.175  0.0984
H: -1.127 0.883 1.810  0.1661
H: -3.068 -1.387 1.628  0.0766
H: -3.285 0.057 0.885  0.0893
H: -0.910 -2.274 2.227  0.1426
H: -1.139 -1.079 3.521  0.1296
H: 1.146 -2.366 4.276  0.1172
H: 2.572 -1.502 3.653  0.1271
H: 3.441 1.148 -1.144  0.1658

Structure (SMILES) = NC(=O)C[C@H](NC(=O)[C@@H](N)CC(N)=O)C(=O)O
Kohn-Sham gap = 9.986 eV
2S+1 = 1
E_LUMO = 0.37 eV
Net charge = 0

=====

What should be chosen as the least stable of them? Choose *a*.